73
Properties=species:S:1:pos:R:3 method="wB97M-V/def2-TZVPD" homo_lumo_gap_ev=6.9 total_charge=+1 e_homo_ev=-10.213 relative_energy_kj_mol=99.5 max_force_ev_per_a=4.12
H 0.920 -5.186 -2.172
F -2.085 -5.350 0.170
H 6.157 4.750 -1.320
C -1.280 -5.002 -4.779
H 5.187 2.708 -0.234
C 1.056 3.062 1.075
C 3.446 5.126 1.407
C 3.914 2.336 4.046
H 2.377 -6.013 -3.990
C -0.413 -5.439 -5.789
H 4.416 1.031 2.438
H 0.442 -0.750 1.257
C -3.359 3.852 1.940
C -2.819 -5.408 -2.105
H -3.802 0.840 0.788
C -0.204 2.545 0.762
H 1.450 -6.429 -6.286
C 4.331 2.101 2.606
C -1.879 0.763 0.286
O -2.922 2.116 3.916
H -3.986 4.035 1.051
C -1.774 -0.735 -0.218
C 1.831 0.836 1.643
H -2.317 4.108 1.669
C 5.453 4.857 -0.497
H 5.716 6.993 -0.336
C 0.864 -5.926 -5.504
C 4.072 6.258 0.897
H -2.305 -4.725 -5.003
C -2.348 -6.191 -0.889
H -3.724 -4.876 -1.832
F -1.150 -6.810 -1.181
C 2.090 2.196 1.506
H -3.765 -3.440 -0.880
S -3.564 2.217 2.606
H -2.574 0.241 2.120
H -3.633 4.645 2.645
F 4.692 1.733 4.981
C -0.825 -4.834 -3.450
N -1.771 -4.426 -2.453
H -2.307 1.471 -0.545
H -0.748 -5.404 -6.815
H -5.881 2.062 1.919
C -2.837 -2.846 -0.934
C -2.914 1.024 1.430
H 3.732 7.251 1.209
H -0.975 3.246 0.454
C -0.555 -2.460 -1.595
H 2.628 0.137 1.940
H 0.340 -2.754 -2.178
C 4.884 3.715 0.058
C 1.342 -5.746 -4.195
F 2.619 1.931 4.268
C 3.840 3.837 1.011
C 0.547 0.345 1.241
C -5.296 2.321 2.798
C -1.711 -3.268 -1.691
H 5.286 2.633 2.491
H 2.643 5.222 2.165
H -2.957 -6.084 -2.954
C 0.512 -5.244 -3.187
H -5.623 1.699 3.616
C -0.591 -1.299 -0.808
F 3.933 3.694 4.305
N 3.366 2.680 1.683
F -3.207 -7.142 -0.440
H 1.265 4.118 0.921
H -3.830 -1.242 0.108
C -2.864 -1.579 -0.316
H -5.550 3.342 3.109
C 5.135 6.135 -0.014
H 0.362 -0.782 -0.744
C -0.507 1.180 0.801